[1]
Computed, not measured: a cluster of 8 separate species, C28H50N9O7 in total in a non-equilibrium geometry, with ωB97M-V/def2-TZVPD.

Values from the calculation:
- orbital gap (eV) = 6.8833

The geometry in ORCA input format:
```
! wB97M-V def2-TZVPD RIJCOSX def2/J DEFGRID3
* xyz 1 1
C 0.65 -0.40 2.21
C 1.01 -0.28 0.72
C -0.05 0.62 -0.12
N -0.84 -0.09 -1.21
C -1.96 0.89 -1.56
C -2.68 0.55 -2.83
C -1.72 0.39 -4.03
C -0.78 -0.76 -3.71
C 0.02 -0.39 -2.45
C -1.53 -1.35 -0.70
H 0.73 0.61 2.62
H 1.26 -1.01 2.88
H -0.40 -0.62 2.39
H 1.06 -1.27 0.26
H 1.99 0.19 0.64
H 0.47 1.35 -0.74
H -0.76 1.14 0.53
H -1.48 1.84 -1.76
H -2.59 0.89 -0.67
H -3.39 1.30 -3.18
H -3.38 -0.29 -2.82
H -1.23 1.33 -4.30
H -2.30 0.13 -4.92
H -0.06 -0.88 -4.52
H -1.25 -1.73 -3.55
H 0.62 0.50 -2.62
H 0.71 -1.24 -2.35
H -1.82 -1.29 0.35
H -0.81 -2.16 -0.73
H -2.29 -1.68 -1.41
C 2.43 3.41 -1.06
O 2.39 2.87 0.02
N 2.53 4.74 -1.18
N 2.38 2.76 -2.17
H 2.45 5.18 -2.09
H 2.67 5.42 -0.44
H 2.11 3.10 -3.08
H 2.46 1.77 -1.95
C -5.15 2.89 -0.44
O -4.30 3.79 -0.32
N -5.70 2.43 -1.60
N -5.59 2.33 0.64
H -5.50 3.03 -2.38
H -6.36 1.66 -1.56
H -5.09 2.59 1.47
H -6.28 1.61 0.51
C 4.98 2.56 2.53
O 5.80 2.48 3.45
N 4.52 1.56 1.73
N 4.38 3.62 2.12
H 3.78 1.80 1.08
H 4.88 0.63 1.87
H 4.54 4.48 2.62
H 3.71 3.65 1.37
C 2.07 -3.51 -3.51
C 2.37 -3.26 -4.89
C 1.38 -3.42 -5.90
C 0.16 -3.98 -5.52
C -0.18 -4.19 -4.19
C 0.75 -3.80 -3.25
O 0.42 -4.04 -2.00
O 1.51 -3.19 -7.24
H 2.76 -3.58 -2.68
H 3.32 -2.84 -5.18
H -0.55 -4.24 -6.29
H -1.19 -4.55 -4.09
H -0.47 -4.41 -2.05
H 2.32 -2.74 -7.50
C -2.72 0.18 6.23
C -1.43 0.02 5.72
C -0.37 0.49 6.46
C -0.61 1.04 7.75
C -1.92 1.27 8.22
C -2.99 0.78 7.44
O -4.24 0.99 7.87
O 0.89 0.19 6.17
H -3.48 -0.34 5.66
H -1.16 -0.51 4.82
H 0.23 1.35 8.35
H -2.08 1.81 9.14
H -4.37 1.13 8.81
H 1.62 0.30 6.78
C -2.33 -4.62 2.14
C -2.44 -3.38 2.88
N -2.51 -2.33 3.42
H -3.23 -4.90 1.58
H -1.91 -5.36 2.81
H -1.60 -4.36 1.37
C 5.92 0.47 -2.13
C 4.56 -0.07 -2.13
N 3.49 -0.58 -2.13
H 5.89 1.55 -2.15
H 6.35 -0.05 -2.99
H 6.50 0.05 -1.31
*
```

---

[2]
Computed, not measured: an isolated molecule of CH5N3O in a non-equilibrium geometry, with ωB97M-V/def2-TZVPD.

Values from the calculation:
- orbital gap (eV) = 9.9012
- ΔE to the lowest compared entry with this formula, charge and spin (kcal per mole) = 89.9
- structure (SMILES) = [H]/N=C(/N)NO

The geometry in ORCA input format:
```
! wB97M-V def2-TZVPD RIJCOSX def2/J DEFGRID3
* xyz 0 1
H 1.35 -0.70 -1.78
N 1.42 -0.93 -0.65
C 0.20 -0.47 -0.30
N -0.08 -0.78 0.99
N -0.79 0.72 -0.63
O -0.90 1.51 0.57
H 0.15 -1.73 1.12
H -1.13 -0.74 1.46
H -0.32 1.30 -1.45
H 0.12 1.82 0.67
*
```

---

[3]
Computed, not measured: a structure of composition C36H47MgN5 in a non-equilibrium geometry, with ωB97M-V/def2-TZVPD.

Values from the calculation:
- orbital gap (eV) = 4.0219
- ΔE to the lowest compared entry with this formula, charge and spin (kcal per mole) = 0.0

The geometry in ORCA input format:
```
! wB97M-V def2-TZVPD RIJCOSX def2/J DEFGRID3
* xyz -2 1
Mg 0.29 0.11 0.17
C 1.73 -0.78 -3.45
C 0.56 -1.71 -3.76
C -0.69 -2.03 -2.93
C -1.40 -3.17 -3.20
C -2.65 -3.38 -2.46
C -2.81 -2.70 -1.35
C -1.73 -1.82 -0.80
N -1.17 -1.15 -1.97
N 2.34 -0.69 -2.15
C 3.28 0.36 -2.15
C 2.67 1.70 -1.66
C 3.02 2.99 -2.25
C 2.50 4.08 -1.61
C 1.76 3.96 -0.47
C 1.35 2.74 -0.06
N 1.83 1.69 -0.67
C 2.71 -1.91 -1.47
C 1.53 -2.65 -0.91
C 1.50 -4.05 -1.02
C 0.40 -4.69 -0.33
C -0.59 -3.98 0.18
C -0.62 -2.50 0.11
N 0.68 -1.88 -0.27
H 1.52 0.16 -3.82
H 2.56 -1.14 -4.12
H 1.02 -2.71 -3.88
H 0.25 -1.36 -4.79
H -1.12 -3.86 -3.97
H -3.41 -4.13 -2.74
H -3.73 -2.72 -0.73
H -2.13 -0.96 -0.26
H 3.78 0.43 -3.11
H 3.99 0.01 -1.43
H 3.57 2.97 -3.12
H 2.65 5.09 -1.96
H 1.38 4.89 -0.09
H 0.68 2.51 0.70
H 3.52 -1.69 -0.73
H 3.28 -2.52 -2.19
H 2.16 -4.51 -1.66
H 0.47 -5.76 -0.19
H -1.39 -4.44 0.59
H -0.83 -2.01 1.08
C -1.41 2.66 -1.98
C -1.77 1.24 -2.36
C -3.15 1.00 -1.73
C -1.87 1.07 -3.96
C -0.75 0.23 -1.76
H -2.28 3.39 -2.23
H -0.58 2.91 -2.54
H -1.25 2.71 -0.89
H -3.95 1.75 -2.07
H -2.94 1.15 -0.67
H -3.52 0.02 -1.89
H -2.45 1.90 -4.32
H -2.38 0.10 -4.19
H -0.93 1.11 -4.51
H 0.13 0.42 -2.32
C -2.71 2.97 2.26
C -1.57 3.05 3.40
C -0.47 4.06 3.00
C -0.98 1.75 4.00
C -1.24 1.48 5.33
C -0.81 0.39 6.03
C -0.18 -0.59 5.19
C 0.13 -0.42 3.88
C 1.03 -1.36 3.12
C 0.96 -2.84 3.65
C 2.55 -0.95 3.11
C -0.24 0.80 3.19
N -0.01 0.96 1.89
H -3.20 3.94 2.01
H -3.45 2.17 2.37
H -2.32 2.65 1.29
H -2.18 3.47 4.28
H 0.29 3.47 2.53
H 0.00 4.37 3.94
H -0.80 4.97 2.55
H -1.87 2.23 5.74
H -0.96 0.14 7.05
H 0.24 -1.47 5.74
H 0.70 -1.48 2.08
H 1.09 -2.91 4.75
H 1.69 -3.52 3.07
H -0.04 -3.14 3.47
H 2.99 -1.28 4.03
H 2.58 0.14 3.03
H 3.15 -1.47 2.29
*
```

---

[4]
Computed, not measured: a cluster of 2 separate species, CH4O2PS in total in a non-equilibrium geometry, with ωB97M-V/def2-TZVPD.

Values from the calculation:
- orbital gap (eV) = 6.7314
- ΔE to the lowest compared entry with this formula, charge and spin (kcal per mole) = 97.6

The geometry in ORCA input format:
```
! wB97M-V def2-TZVPD RIJCOSX def2/J DEFGRID3
* xyz -1 1
C 1.17 0.27 -0.57
O 0.85 -1.62 1.33
O -1.38 0.45 1.17
P 0.12 -1.08 0.17
S -2.45 0.86 0.11
H 0.95 0.56 -1.69
H 2.23 -0.06 -0.28
H 1.08 1.02 0.16
H -2.58 -0.40 -0.41
*
```

---

Q: The lowest orbital gap belongs to which entry?
A: C36H47MgN5

---

Q: The lowest orbital gap belongs to which entry?
A: C36H47MgN5

---

Q: What is the orbital gap in the fourth record?
A: 6.7314 eV